1.
C16H27I2N6P | ωB97M-V with the def2-TZVPD basis set

The calculation puts the gap between HOMO and LUMO at 8.7 eV. The value obtained for the HOMO energy is -8.63 eV. Its multiplicity is 1.

Each line ends with the natural charge from an NBO analysis.
Cartesian coordinates (Å):
C -0.24 -4.03 5.87  -0.98
P -2.01 -3.39 5.68  0.83
C -3.78 -2.63 5.41  -0.48
I -3.87 -0.91 4.13  0.11
C -4.85 -3.14 5.96  -0.18
C -4.74 -4.35 6.83  -0.67
I -6.80 -2.32 5.67  0.11
H 0.13 -4.47 4.95  0.21
H -0.15 -4.71 6.71  0.21
H 0.38 -3.16 6.05  0.24
H -2.16 -3.26 7.08  -0.03
H -2.44 -4.61 5.10  -0.03
H -1.50 -2.29 4.92  -0.04
H -3.92 -4.27 7.52  0.22
H -4.64 -5.21 6.19  0.23
H -5.67 -4.47 7.37  0.24
C 0.44 -1.32 1.91  -0.72
C 0.91 -1.33 3.29  0.30
N 1.28 -1.33 4.37  -0.35
H 1.13 -1.89 1.29  0.24
H -0.55 -1.76 1.84  0.26
H 0.41 -0.30 1.54  0.27
C 2.83 -1.57 -1.88  -0.73
C 2.28 -0.45 -1.13  0.33
N 1.85 0.43 -0.55  -0.38
H 2.05 -2.33 -2.03  0.26
H 3.18 -1.23 -2.85  0.27
H 3.65 -2.01 -1.32  0.26
C -0.18 2.31 -2.66  -0.74
C -1.46 2.06 -3.32  0.30
N -2.46 1.87 -3.85  -0.36
H 0.09 1.45 -2.05  0.26
H 0.58 2.48 -3.42  0.27
H -0.26 3.19 -2.02  0.25
C 2.99 1.68 2.47  -0.73
C 3.80 2.90 2.50  0.29
N 4.43 3.85 2.52  -0.34
H 2.64 1.50 1.45  0.27
H 3.59 0.83 2.80  0.25
H 2.14 1.78 3.13  0.25
C -0.34 4.14 -6.39  -0.73
C 0.67 3.19 -5.94  0.32
N 1.44 2.44 -5.59  -0.38
H -0.52 4.01 -7.45  0.26
H -1.27 3.99 -5.85  0.26
H 0.02 5.16 -6.22  0.27
C 2.03 3.53 -10.27  -0.72
C 1.46 4.67 -9.55  0.30
N 1.02 5.56 -9.00  -0.35
H 1.27 2.77 -10.42  0.26
H 2.41 3.85 -11.23  0.26
H 2.84 3.11 -9.68  0.26

2.
C16H27NO15V2 | ωB97M-V with the def2-TZVPD basis set

As for the expectation value of S²: 0.775. The net charge is +1. The calculation puts the gap between HOMO and LUMO (alpha / beta) at 7.5 / 3.1 eV. The value obtained for the HOMO energy (alpha / beta) is -11.73 / -11.73 eV. Its multiplicity is 2.

Each line ends with the Löwdin spin population.
Cartesian coordinates (Å):
O 0.29 5.39 -0.77  0.00
V -0.30 4.47 0.44  0.00
O -1.49 5.29 1.15  0.00
O 3.58 1.82 0.35  0.00
V 2.94 2.66 1.58  0.00
O 3.54 2.27 2.97  0.00
O -0.19 0.34 -0.09  0.00
C 0.48 1.32 0.42  0.00
O 1.19 1.21 1.39  0.00
O 0.44 2.47 -0.01  0.00
H 0.01 -0.31 0.59  0.00
C 2.51 6.00 3.51  0.00
C 1.73 5.84 2.21  0.00
O 1.59 4.44 1.81  0.00
H 3.58 6.01 3.27  0.00
H 2.37 5.27 4.30  0.00
H 2.46 7.02 3.91  0.00
H 2.34 6.43 1.54  0.00
H 0.78 6.37 2.20  0.00
C 1.30 -3.27 1.48  0.00
O 1.14 -4.54 0.89  0.00
C -0.14 -5.10 1.00  0.00
C -0.26 -6.43 0.23  0.00
O -0.17 -6.59 -1.18  0.00
C -1.18 -5.88 -1.89  0.00
H 1.86 -2.66 0.78  0.00
H 2.12 -3.51 2.16  0.00
H 0.49 -2.74 1.99  0.00
H -0.87 -4.46 0.51  0.00
H -0.52 -5.17 2.03  0.00
H -1.19 -6.93 0.50  0.00
H 0.46 -7.13 0.65  0.00
H -1.06 -4.81 -1.74  0.00
H -2.16 -6.18 -1.52  0.00
H -1.15 -5.90 -2.98  0.00
C 0.95 0.61 -5.24  -0.02
O 1.24 1.58 -5.93  0.27
N 1.89 -0.04 -4.44  0.54
C 1.47 -0.84 -3.28  0.06
C 3.30 0.22 -4.75  0.06
H -0.06 0.18 -5.08  -0.01
H 2.09 -1.73 -3.18  0.01
H 0.43 -1.16 -3.37  0.00
H 1.51 -0.20 -2.40  0.03
H 3.50 0.30 -5.81  0.01
H 3.70 1.09 -4.22  0.03
H 3.80 -0.68 -4.38  0.01
C -3.44 -0.89 1.54  0.00
C -2.56 0.02 2.06  0.00
C -2.66 1.48 1.97  0.00
O -1.85 2.27 2.42  0.00
C -3.78 1.90 1.18  0.00
C -4.56 1.02 0.46  0.00
C -4.47 -0.45 0.61  0.00
O -5.18 -1.22 0.00  0.00
O -5.45 1.44 -0.50  0.00
O -1.62 -0.31 3.02  0.00
H -3.33 -1.91 1.87  0.00
H -3.91 2.95 0.97  0.00
H -6.16 0.82 -0.66  0.00
H -1.35 0.50 3.45  0.00

3.
C16H28BCl2FI2N2O5P | ωB97M-V with the def2-TZVPD basis set

The net charge is +1. The calculation puts the gap between HOMO and LUMO at 7.5 eV. The value obtained for the HOMO energy is -11.53 eV. The value obtained for the relative energy (zero: lowest compared OMol25 entry of this formula, charge and spin) is 9.8189 eV. Its multiplicity is 1.

Each line ends with the natural charge from an NBO analysis.
Cartesian coordinates (Å):
C -2.59 4.02 -0.62  -0.27
O -3.68 3.51 -1.45  -0.57
C -3.15 2.88 -2.69  -0.07
C -3.69 1.31 -2.69  -0.42
C -3.10 0.65 -1.27  -0.45
C -2.79 -0.94 -1.56  -0.43
C -1.20 -1.32 -1.64  -0.25
N -0.34 -0.81 -0.51  -0.37
C -0.58 -0.67 0.98  0.22
C -1.96 -1.04 1.78  -0.84
B -2.73 0.34 2.32  1.18
O -1.97 1.51 2.88  -0.93
O -4.21 0.53 2.25  -0.90
C 0.75 -0.07 1.80  0.22
C 0.93 0.18 3.41  -0.51
C 1.73 1.56 3.81  0.03
F 3.01 1.17 4.51  -0.39
N 1.78 0.15 0.66  -0.43
C 3.20 0.66 0.88  -0.15
I 3.90 2.70 0.45  0.27
C 4.19 -0.29 1.46  -0.08
C 3.77 -1.83 1.86  -0.70
I 6.31 0.28 1.83  0.26
C 1.10 -0.28 -0.64  0.08
P 2.13 -0.12 -2.25  1.27
O 3.60 -1.09 -2.09  -0.94
O 2.54 1.55 -2.56  -0.96
H -2.06 3.22 0.06  0.17
H -1.74 4.49 -1.30  0.18
H -3.04 4.84 0.10  0.21
H -1.96 2.80 -2.66  0.17
H -3.55 3.37 -3.68  0.21
H -4.85 1.20 -2.75  0.23
H -3.24 0.79 -3.65  0.20
H -4.04 0.67 -0.53  0.24
H -2.18 1.25 -0.86  0.22
H -3.24 -1.17 -2.64  0.25
H -3.41 -1.66 -0.83  0.21
H -0.79 -0.84 -2.66  0.26
H -1.03 -2.50 -1.79  0.25
H -2.67 -1.78 1.22  0.27
H -1.62 -1.61 2.77  0.28
H -2.60 2.25 3.14  0.51
H -4.67 -0.30 1.94  0.50
H 1.60 -0.72 3.81  0.27
H -0.10 0.06 4.00  0.28
H 2.01 2.25 2.91  0.21
H 1.09 2.12 4.63  0.21
H 2.98 -2.31 1.14  0.24
H 3.33 -1.77 2.96  0.24
H 4.70 -2.56 1.91  0.27
H 3.24 -2.04 -2.10  0.51
H 1.93 1.98 -3.23  0.53
C 3.77 -5.46 -2.58  -0.40
Cl 5.08 -4.58 -3.37  0.00
Cl 2.79 -4.38 -1.58  -0.05
H 3.13 -5.90 -3.35  0.23
H 4.19 -6.24 -1.95  0.24